# 1
Formula: C20H29NO2
Source: OMol25
Level of theory: ωB97M-V with the def2-TZVPD basis set

Properties
E_tot   -26776.408 eV
Highest occupied orbital energy   -8.38 eV
Lowest unoccupied orbital energy   0.00075 hartree
Relative energy (zero: lowest compared OMol25 entry of this formula, charge and spin)   1945.13 kJ/mol
Max |F|   17.65 eV/A

Geometry as ORCA input:
```
! wB97M-V def2-TZVPD RIJCOSX def2/J DEFGRID3
* xyz 0 1
C -3.9395 -0.6434 -2.0702
C -2.4098 -0.5707 -2.6779
H -2.3114 0.3575 -3.4126
H -2.2078 -1.5293 -3.1778
O -1.5908 -0.5452 -1.7754
C -1.5301 0.7887 -1.1075
O -2.1853 1.6909 -1.4113
C -0.4068 0.9788 -0.2158
C 0.8622 0.5004 -0.8559
N 2.0800 0.5463 0.1384
C 2.2212 2.1994 0.4351
C 0.9721 2.6951 1.0345
C -0.1731 2.2410 0.2038
H -1.0390 2.8652 0.9146
H -0.1407 3.0096 -0.7200
H 0.9032 2.0749 2.2305
H 1.2897 3.4982 1.3694
H 3.1209 2.0455 1.1353
H 2.5725 2.6658 -0.5840
C 3.1795 -0.0611 -0.2533
C 2.9278 -1.6399 -0.4911
C 4.1476 -2.1999 0.2652
H 4.1092 -2.5717 1.1723
C 5.2331 -1.1188 0.3210
H 5.7428 -0.8631 -1.0805
H 6.1774 -1.3311 0.8555
C 4.4691 -0.1317 0.5010
H 4.2043 0.1740 1.5213
H 4.9115 0.9475 0.4245
H 4.6172 -3.1594 -0.4553
H 2.7436 -1.8625 -1.4578
H 2.1072 -1.9065 0.1267
H 3.4801 0.2874 -1.3716
H 0.7699 -0.6930 -1.0810
H 1.0530 1.0051 -1.6757
C -0.7008 0.2442 1.1397
C -2.1759 -0.2974 1.0317
C -2.6137 -1.6102 1.4098
C -3.9681 -1.9235 1.2697
C -5.0200 -0.8505 1.5133
C -4.4285 0.2696 1.6376
C -3.3089 0.7523 1.6164
H -2.9762 1.6748 1.4624
H -5.2955 0.9842 1.6330
H -6.0545 -1.1774 1.4277
H -4.0922 -3.0699 1.1952
H -1.7921 -2.5174 1.0496
H -0.0348 -1.0268 1.0576
H -0.4051 0.6283 1.9200
H -4.3973 0.3611 -1.6318
H -4.6403 -0.7866 -3.0315
H -4.0567 -1.3988 -1.4749
*
```

---

# 2
Formula: C20H30AsCa2F9NO17
Source: OMol25
Level of theory: ωB97M-V with the def2-TZVPD basis set

Properties
E_tot   -179696.344 eV
Highest occupied orbital energy   -12.26 eV
Lowest unoccupied orbital energy   -0.11310 hartree
Relative energy (zero: lowest compared OMol25 entry of this formula, charge and spin)   0.00 kJ/mol
Max |F|   5.67 eV/A

Geometry as ORCA input:
```
! wB97M-V def2-TZVPD RIJCOSX def2/J DEFGRID3
* xyz 1 1
Ca 0.4042 -0.0388 2.1287
Ca 1.5096 -3.9849 2.3753
As -2.2343 -2.8341 3.1156
F -1.4151 -2.2350 4.6579
F -3.8288 -2.0807 3.5630
F -2.9696 -3.2442 1.5278
F -0.7159 -3.5049 2.6194
F -2.6678 -4.4034 3.8953
F -1.5563 -1.1693 2.4626
C 1.5586 -1.6209 -0.3005
O 1.6336 -0.1580 -0.2316
O 0.9561 -1.9946 0.9252
C 0.7934 -2.4074 -1.4367
F 0.3596 -1.4526 -2.3323
F 1.7291 -3.1655 -2.0333
F -0.2916 -3.1269 -1.0740
C 2.5015 0.4008 -1.1825
C 2.3888 1.9252 -1.1906
H 2.8743 2.2841 -2.0981
H 1.3976 2.3393 -1.3752
H 2.6155 2.5072 -0.2973
H 2.0557 0.1624 -2.1482
H 3.5769 0.2456 -1.0952
H 2.5964 -1.9543 -0.3015
N 1.8564 -2.2412 4.7617
O 1.9154 -1.8534 5.9082
O 2.2609 -3.3610 4.4691
O 1.3005 -1.6548 3.8643
C -4.5361 3.6776 -0.7728
C -3.8146 2.3049 -1.1471
C -2.6259 2.4224 -2.1102
O -1.6553 1.5528 -1.4871
C -1.8990 1.2847 -0.2443
O -1.0422 0.8783 0.4734
O -3.1204 1.6727 0.0373
H -5.5631 3.8414 -1.0992
H -4.1021 4.5358 -1.2860
H -4.5886 3.8844 0.2961
H -4.5361 1.6369 -1.6175
H -2.2441 3.4390 -2.2036
H -2.8319 2.0951 -3.1293
C 6.7454 -1.0821 -0.7193
C 6.4048 -2.4668 -0.0680
C 6.9378 -2.6603 1.3418
O 5.8676 -3.3455 1.9561
C 4.6919 -3.1127 1.2095
O 3.5390 -3.4375 1.5538
O 5.0239 -2.7469 0.0721
H 6.2136 -0.8739 -1.6477
H 7.8135 -0.8911 -0.6157
H 6.2938 -0.3790 -0.0195
H 6.8032 -3.2574 -0.7039
H 7.0471 -1.7138 1.8712
H 7.6701 -3.4380 1.5584
C -2.7226 5.7551 1.4524
C -1.1790 5.7487 1.6819
C -0.8837 5.3054 3.1009
O -0.0795 4.1889 2.9809
C 0.1004 3.9697 1.6326
O 0.8118 3.1182 1.1955
O -0.7545 4.6378 0.8862
H -2.9648 6.0506 0.4316
H -3.0830 6.4972 2.1649
H -3.2748 4.8470 1.6946
H -0.6277 6.6816 1.5642
H -1.8147 5.0814 3.6216
H -0.3858 6.0467 3.7260
C -2.2492 -3.7887 -3.0974
C -3.1837 -3.0228 -3.9736
C -4.2870 -2.3813 -3.2226
O -4.4594 -1.0326 -3.6649
C -3.3165 -0.7217 -4.3983
O -3.0660 0.4020 -4.9432
O -2.5600 -1.8054 -4.4665
H -2.0367 -3.2222 -2.1908
H -1.2765 -3.8330 -3.5872
H -2.7475 -4.7272 -2.8543
H -3.4800 -3.7105 -4.7657
H -4.3039 -2.5303 -2.1430
H -5.2725 -2.7545 -3.5013
*
```

---

# 3
Formula: C20H30BClCoN6O2
Source: OMol25
Level of theory: ωB97M-V with the def2-TZVPD basis set

Properties
E_tot   -85085.885 eV
Highest occupied orbital energy   -12.20 eV
Lowest unoccupied orbital energy   -0.17747 hartree
Relative energy (zero: lowest compared OMol25 entry of this formula, charge and spin)   0.00 kJ/mol
Max |F|   0.98 eV/A

Geometry as ORCA input:
```
! wB97M-V def2-TZVPD RIJCOSX def2/J DEFGRID3
* xyz 1 1
Co 0.2237 -0.0231 0.1506
C 0.9642 -0.7055 -4.3724
C 1.3392 0.0576 -3.1007
C 2.6001 0.8980 -3.3106
C 0.1938 0.9165 -2.6530
C -0.5672 1.8107 -3.4137
C -1.5294 2.3038 -2.5548
N -1.3641 1.7363 -1.3551
N -0.3149 0.8920 -1.4168
B -2.1439 1.8096 -0.0251
N -1.1196 2.2222 1.0476
C -1.1648 3.2332 1.9107
C -0.0288 3.1963 2.6893
C 0.7136 2.1027 2.2399
N 0.0167 1.5097 1.2456
C 2.0873 1.7542 2.7502
C 2.2779 2.2386 4.1880
C 3.1642 2.3857 1.8549
N -2.5755 0.3775 0.2993
C -3.7781 -0.1846 0.4546
C -3.6194 -1.5531 0.4929
C -2.2466 -1.7748 0.3366
N -1.6306 -0.5869 0.2663
C -1.5995 -3.0912 0.0100
C -2.2703 -3.6545 -1.2511
C -0.0965 -2.9944 -0.2055
H 1.7813 -1.3663 -4.6618
H 0.7814 -0.0219 -5.2027
H 0.0675 -1.3099 -4.2282
H 1.5439 -0.6767 -2.3171
H 2.4368 1.6420 -4.0924
H 3.4291 0.2609 -3.6194
H 2.8860 1.4164 -2.3964
H -0.4331 2.0570 -4.4521
H -2.3246 3.0130 -2.7130
H -3.0629 2.5633 -0.0772
H -2.0048 3.9073 1.9062
H 0.2412 3.8738 3.4780
H 2.1854 0.6721 2.7732
H 2.2785 3.3276 4.2451
H 3.2448 1.8974 4.5572
H 1.5054 1.8535 4.8534
H 3.1059 3.4734 1.9275
H 3.0551 2.1235 0.8043
H 4.1579 2.0888 2.1946
H -4.6633 0.4280 0.4909
H -4.3904 -2.2992 0.5678
H -1.7877 -3.7833 0.8351
H -2.0932 -2.9922 -2.1018
H -3.3462 -3.7633 -1.1289
H -1.8535 -4.6335 -1.4879
H 0.1479 -2.1963 -0.9346
H 0.2800 -3.9149 -0.6511
H 0.4403 -2.8308 0.7211
Cl 4.0009 -2.3721 -0.2598
C 3.6329 -1.2516 1.0691
C 2.2765 -0.6782 0.8100
O 2.0715 0.1234 -0.1745
O 1.2600 -0.9740 1.5030
H 4.3750 -0.4565 1.0741
H 3.6362 -1.7969 2.0077
*
```

---

# 4
Formula: C20H30BF3N4O2Sr
Source: OMol25
Level of theory: ωB97M-V with the def2-TZVPD basis set

Properties
E_tot   -40925.587 eV
Highest occupied orbital energy   -12.64 eV
Lowest unoccupied orbital energy   -0.31989 hartree
Max |F|   2.03 eV/A

Geometry as ORCA input:
```
! wB97M-V def2-TZVPD RIJCOSX def2/J DEFGRID3
* xyz 2 1
C 1.3216 3.6949 -0.1565
C 0.9395 2.3634 -0.8728
B 0.2543 1.2947 0.0624
O -0.5319 1.7709 1.1075
C 0.3922 -0.3136 -0.0837
C -0.7019 -0.8711 0.7102
N -1.6609 -1.1968 1.2463
C 0.1674 -0.8548 -1.5295
C -0.8028 -0.0003 -2.3481
C -2.2318 -0.0090 -1.7544
C -2.8422 -1.3990 -1.7032
N -4.2277 -1.5060 -1.1519
C -4.3376 -2.4135 0.0118
C -4.8659 -0.2943 -0.9327
C -4.7560 0.5496 0.3723
O -5.5866 0.1479 -1.8148
C 1.7772 -0.8379 0.5128
C 1.7743 -2.2715 0.1599
N 1.7049 -3.3612 -0.1839
C 3.0007 -0.2280 -0.2212
C 3.6538 1.0056 0.4399
C 4.7489 1.6031 -0.3785
F 5.9663 1.0307 -0.1845
C 4.6511 2.6962 -1.2095
F 4.0816 2.6961 -2.4026
F 5.1252 3.8902 -0.8960
C 1.8667 -0.7465 2.0667
C 1.7420 -2.0730 2.8321
C 0.4190 -2.5843 3.2963
N 2.7746 -2.7518 3.1287
H 0.7929 4.5352 -0.5888
H 2.3790 3.8826 -0.3197
H 1.1868 3.6537 0.9188
H 1.8089 1.9740 -1.3937
H 0.2149 2.6460 -1.6463
H 0.0552 2.0096 1.8402
H 1.0964 -0.9499 -2.0837
H -0.2346 -1.8622 -1.5117
H -0.9116 -0.4668 -3.3287
H -0.4377 1.0007 -2.5549
H -2.2327 0.4752 -0.7446
H -2.8087 0.6588 -2.4416
H -2.8578 -1.7920 -2.7202
H -2.2286 -2.0706 -1.1209
H -5.3565 -2.7945 0.0282
H -3.7004 -3.2787 -0.1183
H -4.1530 -1.9430 0.9748
H -5.6873 0.6676 0.9146
H -3.9369 0.1606 0.9747
H -4.4668 1.5813 0.0726
H 3.7512 -1.0089 -0.3094
H 2.7588 0.0367 -1.2477
H 4.1790 0.6618 1.3300
H 2.9464 1.7618 0.7748
H 2.8122 -0.3404 2.4060
H 1.0917 -0.0949 2.4789
H 0.5554 -3.3689 4.0294
H -0.1765 -1.7839 3.7371
H -0.1722 -3.0021 2.4845
H 3.6100 -2.2781 2.7790
Sr -3.6934 2.2989 -1.7365
*
```

---

# 5
Formula: C20H30BeBrCaCl3F7IN2O9S3
Source: OMol25
Level of theory: ωB97M-V with the def2-TZVPD basis set

Properties
E_tot   -228693.928 eV
Highest occupied orbital energy   -6.44 eV
Lowest unoccupied orbital energy   -0.18026 hartree
Max |F|   5.32 eV/A

Geometry as ORCA input:
```
! wB97M-V def2-TZVPD RIJCOSX def2/J DEFGRID3
* xyz 0 1
O 5.1537 4.3155 0.6081
S 4.3887 3.3070 -0.0893
O 5.2333 2.1617 -0.2098
F 3.0756 3.0310 0.8259
N 4.0838 3.8757 -1.6211
I 4.0314 5.9183 -1.7795
C 3.0861 3.1491 -2.4101
F 3.0273 3.6454 -3.6587
F 3.5196 1.8658 -2.5131
C 1.6407 3.1096 -1.9378
C 0.9135 1.9966 -2.2821
C -0.4491 1.8620 -1.9061
C -1.1152 2.9326 -1.1781
C -0.3475 4.0702 -0.8408
C -0.9253 5.2408 -0.1099
F -2.2615 5.2843 -0.2039
F -0.4533 6.3606 -0.8339
F -0.5214 5.3923 1.1440
C 0.9797 4.1350 -1.2004
H 1.3751 1.1854 -2.8456
H -1.0151 0.9515 -2.1636
H -2.1702 2.8556 -0.9018
H 1.5312 5.0269 -0.8908
Be -1.0658 7.1568 -2.6039
C -1.3923 -1.2099 -4.7331
C -2.0766 -1.5871 -3.3880
O -1.9584 -0.5449 -2.5981
H -0.3320 -0.9805 -4.6021
H -1.4623 -2.0648 -5.4505
H -1.8794 -0.3370 -5.1963
H -1.5983 -2.5440 -3.0798
H -3.1058 -1.9298 -3.6603
C 7.3005 2.8927 3.0132
C 8.5167 2.1279 3.3204
N 9.4703 1.5265 3.5614
H 6.4534 2.4681 3.5497
H 7.4313 3.9285 3.3214
H 7.0933 2.8720 1.9439
F 5.3610 3.6156 -4.0044
Ca -1.9781 -0.7188 -7.2650
O -6.3536 -4.8830 -0.1580
S -5.6291 -4.5161 1.0227
O -5.9075 -3.2968 1.7156
O -4.0652 -4.5927 0.7072
C -3.5590 -3.8368 -0.4098
C -3.4619 -2.3555 -0.1083
C -5.6868 -5.8457 2.1757
H -4.1723 -4.0210 -1.2954
H -2.5641 -4.2300 -0.6182
H -4.4492 -1.9138 0.0280
H -2.9673 -1.8263 -0.9273
H -2.9012 -2.1845 0.8117
H -5.4407 -6.7724 1.6624
H -6.6970 -5.8959 2.5739
H -4.9812 -5.6477 2.9792
O 0.7828 5.4707 -3.4804
H 1.2140 4.6384 -3.6917
C 3.4172 -0.8133 3.1601
C 3.5525 -2.0250 2.2302
C 2.3956 -1.9638 1.2256
S 1.9774 -0.2274 1.0516
O 0.6461 -0.0213 1.5698
O 2.3626 0.2276 -0.2612
C 3.1537 0.3822 2.2502
H 4.3118 -0.6652 3.7644
H 2.5721 -0.9611 3.8376
H 4.5050 -1.9706 1.6984
H 3.5411 -2.9630 2.7850
H 2.6815 -2.3621 0.2544
H 1.5144 -2.4857 1.5965
H 2.7362 1.2390 2.7741
H 4.0561 0.6738 1.7105
C -8.5978 -6.8406 5.1316
Cl -8.2407 -6.5767 6.8387
Cl -8.6657 -5.3017 4.2653
Cl -7.3965 -7.9160 4.4040
H -9.5679 -7.3163 5.0564
Br -1.6741 3.2522 -3.4607
*
```

---

# 6
Formula: C20H30ClN3O3
Source: OMol25
Level of theory: ωB97M-V with the def2-TZVPD basis set

Properties
E_tot   -44363.583 eV
Highest occupied orbital energy   -8.42 eV
Lowest unoccupied orbital energy   0.01983 hartree
Relative energy (zero: lowest compared OMol25 entry of this formula, charge and spin)   59.93 kJ/mol
SMILES   COc1ccc(Cl)cc1NC(=O)CN(C)[C@H](C)C(=O)NCC1CCCCC1
Max |F|   0.53 eV/A

Geometry as ORCA input:
```
! wB97M-V def2-TZVPD RIJCOSX def2/J DEFGRID3
* xyz 0 1
C -5.5551 -2.0060 -0.5895
H -6.3897 -1.5993 -0.0108
O -4.3172 -1.5397 -0.1066
C -4.0683 -0.1945 -0.1436
C -4.9485 0.7670 -0.6098
C -4.5965 2.1092 -0.6026
C -3.3563 2.4853 -0.1251
C -2.4557 1.5426 0.3487
C -2.8040 0.2019 0.3412
N -1.9641 -0.8095 0.8070
C -0.6725 -0.7332 1.2006
O -0.0051 0.2833 1.2395
C -0.1125 -2.0999 1.5734
N -0.1533 -2.9838 0.4159
C 0.2909 -4.3199 0.7720
H 0.1543 -4.9812 -0.0784
H 1.3432 -4.3557 1.0787
H -0.3269 -4.6811 1.5941
C 0.5551 -2.4151 -0.7403
C 0.3109 -3.2494 -1.9941
H 0.5144 -2.6474 -2.8760
H 0.9808 -4.1051 -2.0090
H -0.7217 -3.5864 -2.0247
C 2.0698 -2.2781 -0.4886
O 2.8616 -3.1602 -0.7622
N 2.4247 -1.1187 0.0958
H 1.7269 -0.4298 0.3432
C 3.7954 -0.7831 0.4063
H 3.9288 -0.7442 1.4945
H 4.4118 -1.5927 0.0069
C 4.2052 0.5588 -0.2096
C 3.4970 1.7282 0.4777
C 3.9171 3.0558 -0.1466
C 5.4282 3.2375 -0.0491
C 6.1453 2.0747 -0.7278
C 5.7198 0.7465 -0.1086
H 6.2280 -0.0771 -0.6144
H 6.0141 0.7254 0.9436
H 7.2264 2.1965 -0.6336
H 5.9009 2.0714 -1.7926
H 5.7225 4.1801 -0.5153
H 5.7207 3.2788 1.0028
H 3.4086 3.8788 0.3596
H 3.6174 3.0736 -1.1971
H 2.4134 1.6184 0.4043
H 3.7592 1.7301 1.5387
H 3.9237 0.5459 -1.2686
H 0.1348 -1.4149 -0.8972
H -0.7426 -2.5397 2.3535
H 0.9004 -1.9685 1.9861
H -2.3589 -1.7390 0.7273
H -1.4899 1.8412 0.7202
Cl -2.9120 4.1536 -0.1111
H -5.2885 2.8507 -0.9672
H -5.9197 0.4888 -0.9852
H -5.6893 -1.7620 -1.6475
H -5.5266 -3.0878 -0.4700
*
```

---

# 7
Formula: C20H30ClN3O3
Source: OMol25
Level of theory: ωB97M-V with the def2-TZVPD basis set

Properties
E_tot   -44364.156 eV
Highest occupied orbital energy   -9.65 eV
Lowest unoccupied orbital energy   0.01007 hartree
Relative energy (zero: lowest compared OMol25 entry of this formula, charge and spin)   4.69 kJ/mol
SMILES   CC[C@H](C)[C@@H](CC(=O)N[C@@]1(CO)CC[C@H](C)C1)NC(=O)c1cncc(Cl)c1
Max |F|   0.22 eV/A

Geometry as ORCA input:
```
! wB97M-V def2-TZVPD RIJCOSX def2/J DEFGRID3
* xyz 0 1
C -2.4107 1.5068 -4.7931
C -1.5823 1.3527 -3.5236
C -2.4212 1.2429 -2.2480
C -3.1119 2.5641 -1.9196
C -1.5504 0.7751 -1.0754
C -2.3174 0.7109 0.2552
C -1.5106 -0.0437 1.2958
O -1.7273 -1.2201 1.5419
N -0.5141 0.6733 1.8736
C 0.4887 0.1481 2.8188
C -0.1997 -0.2582 4.1187
O -1.0033 0.7728 4.6689
C 1.3082 -1.0084 2.2181
C 2.5059 -0.3656 1.4859
C 2.4002 1.1505 1.7295
C 3.7452 1.8500 1.8379
C 1.5411 1.2473 2.9929
N -0.9627 -0.5333 -1.3255
C 0.3727 -0.7081 -1.4774
O 1.1488 0.2146 -1.6657
C 0.8584 -2.1257 -1.4009
C 2.0163 -2.4611 -2.0936
N 2.5533 -3.6759 -2.0757
C 1.9566 -4.6076 -1.3408
C 0.8084 -4.3570 -0.6040
Cl 0.1106 -5.6200 0.3538
C 0.2374 -3.0992 -0.6280
H -1.7673 1.5443 -5.6723
H -3.0923 0.6624 -4.9174
H -3.0089 2.4186 -4.7895
H -0.9595 0.4611 -3.6155
H -0.8908 2.1948 -3.4158
H -3.1901 0.4732 -2.4054
H -2.3716 3.3194 -1.6390
H -3.6586 2.9436 -2.7813
H -3.8277 2.4672 -1.1034
H -0.7032 1.4603 -0.9805
H -2.5495 1.7201 0.5968
H -3.2553 0.1689 0.1217
H -0.3578 1.6011 1.5129
H -0.8026 -1.1531 3.9422
H 0.5732 -0.4972 4.8515
H -1.3309 1.3074 3.9372
H 1.6559 -1.6384 3.0403
H 0.6829 -1.6382 1.5912
H 3.4460 -0.7360 1.9018
H 2.5192 -0.5896 0.4202
H 1.8531 1.5970 0.8906
H 4.3213 1.4399 2.6715
H 4.3305 1.7140 0.9274
H 3.6282 2.9225 2.0043
H 1.1068 2.2346 3.1686
H 2.1488 0.9993 3.8685
H -1.5282 -1.3409 -1.1179
H 2.5174 -1.7035 -2.6833
H 2.4059 -5.5935 -1.3242
H -0.6351 -2.8852 -0.0202
*
```

---

Which value of E_tot does entry 4 give?
-40925.587 eV

---

What is the highest occupied orbital energy in the first record?
-8.38 eV

---

max |F| of number 1 (C20H29NO2)?
17.65 eV/A

---

The lowest E_tot belongs to which entry?
C20H30BeBrCaCl3F7IN2O9S3